Computed, not measured: 2 unconnected molecules or ions with the total composition C3H2ClF3O, with wB97M-V/def2-TZVPD.

Output
2S+1: 3
⟨S²⟩: 2.010
HOMO-LUMO gap (alpha / beta), eV: 7.4103 / 7.1107
Highest occupied orbital energy (alpha / beta), eV: -6.96 / -11.92

Last column: Mulliken spin population.
Element x y z (Å)
C1 -2.28 -0.33 -1.41  1.65
C2 0.51 0.14 -0.31  0.06
C3 0.75 -0.08 1.19  0.01
O1 -2.83 -0.28 -2.40  0.25
F1 1.06 1.37 -0.59  0.01
F2 1.15 -0.78 -1.07  0.01
F3 0.36 -1.35 1.51  0.00
Cl1 -0.12 1.13 2.26  0.00
H1 1.90 -0.11 1.45  0.00
H2 -0.50 0.28 -0.62  0.01

Computed, not measured: C3H2ClFO3 in the gas phase, with wB97M-V/def2-TZVPD.

Output
ΔE to the lowest compared entry with this formula, charge and spin, kcal/mol: 107.5
HOMO-LUMO gap (alpha / beta), eV: 8.6694 / 8.7379
Highest occupied orbital energy (alpha / beta), eV: -8.68 / -8.50

Last column: natural (NBO) charge in e.
Element x y z (Å)
C1 0.23 -1.46 -0.28  1.00
C2 0.79 0.37 1.11  0.46
C3 -0.99 0.66 -0.90  0.01
O1 0.48 -2.53 -0.66  -0.50
O2 0.76 -0.89 0.83  -0.50
O3 -0.48 -0.58 -1.13  -0.54
F1 1.76 1.09 0.55  -0.33
Cl1 -2.64 0.91 -0.45  0.02
H1 0.45 0.81 2.03  0.16
H2 -0.37 1.62 -1.11  0.22

Computed, not measured: 2 unconnected molecules or ions with the total composition C3H2ClIO, with wB97M-V/def2-TZVPD.

Output
ΔE to the lowest compared entry with this formula, charge and spin, kcal/mol: 80.3
HOMO-LUMO gap (alpha / beta), eV: 7.7247 / 7.7261
Highest occupied orbital energy (alpha / beta), eV: -9.03 / -9.03

Last column: natural (NBO) charge in e.
Element x y z (Å)
C1 0.28 -0.15 -0.26  -0.25
C2 -0.73 0.36 0.35  -0.29
C3 2.34 0.88 -0.17  0.52
O1 2.62 2.00 -0.40  -0.46
Cl1 3.22 -0.47 0.28  0.06
I1 -2.90 -0.11 -0.06  0.00
H1 0.36 -0.52 -1.22  0.20
H2 -0.89 0.73 1.28  0.21

| no. | calculated total energy (Eh) | largest force on an atom (eV/Å) |
| --- | --- | --- |
| 1 | -950.2872 | 6.9 |
| 2 | -901.1559 | 3.3 |
| 3 | -948.4838 | 4.0 |